14
Properties=species:S:1:pos:R:3:mulliken_charge:R:1 method="wB97M-V/def2-TZVPD" gap_ev="8.0 / 7.1" fmax_ha_per_bohr=0.1419 total_energy_ha=-692.7959 mol_weight_g_mol=114.6 relative_energy_kcal_mol=118.1 lumo_energy_ev="0.35 / 0.10"
C 1.0954 0.4815 0.1525 -0.31
C 0.3367 1.6352 0.0944 -0.56
C 0.5234 -0.7104 -0.0723 0.26
C -1.3998 0.0958 -0.5655 -0.13
C -1.0995 1.5046 -0.1030 -0.23
C 0.8380 -2.0468 -0.0778 -1.17
Cl -2.7043 -0.7291 -0.1528 -0.15
H 2.1489 0.4608 0.5297 0.30
H 0.7729 2.5533 0.3552 0.45
H -1.5247 1.7071 0.9031 0.25
H -1.5862 2.2666 -0.8116 0.28
H 1.9256 -2.2696 -0.2229 0.32
H 0.2926 -2.5800 -0.8074 0.35
H 0.3811 -2.3692 0.7784 0.34